# C11H70NO23

A cluster of 24 separate species, C11H70NO23 in total in a non-equilibrium geometry (the ωB97M-V functional and the def2-TZVPD basis, the OMol25 dataset).

ΔE to the lowest compared entry with this formula, charge and spin (kcal per mole): 56.81
Highest occupied orbital energy (eV): -11.95
Charge: +1
Orbital gap (eV): 9.01

Structure (XYZ):
```
105
Properties=species:S:1:pos:R:3:forces:R:3:lowdin_charge:R:1
C -1.68546 3.04817 -3.69210 1.9 -0.9 -0.2 -0.08
C -0.49769 2.59389 -2.75305 -5.1 -0.1 1.8 -0.23
C -0.77450 1.16409 -2.17739 2.4 -0.1 -0.6 -0.09
C 0.31239 0.73341 -1.04345 0.2 0.8 -4.0 -0.10
N -0.07690 -0.34292 -0.14956 2.7 1.2 3.5 -0.21
C -1.12911 0.07105 0.78448 -4.0 5.2 -0.2 -0.10
C -0.55222 0.95699 1.91580 0.3 1.0 -1.2 -0.14
C 0.86077 0.48860 2.00244 -1.3 -3.6 2.0 -0.17
C 0.98673 -0.60453 0.94034 2.2 -2.0 0.9 -0.05
C -0.44594 -1.51205 -0.87984 6.0 -5.2 2.1 -0.18
C 0.58442 -2.17228 -1.78099 1.6 -1.3 0.5 -0.15
C 0.02100 -3.50689 -2.57104 -1.2 3.8 0.2 -0.03
H -1.37772 4.00893 -4.12882 -0.8 -0.1 0.4 0.07
H -2.71095 2.97065 -3.30755 0.6 0.4 0.2 0.07
H -1.56453 2.32603 -4.47423 -0.6 -0.4 -1.1 0.05
H -0.56901 3.33684 -1.99756 0.0 0.3 1.7 0.08
H 0.34845 2.91548 -3.18980 3.4 -0.3 -1.9 0.04
H -0.66608 0.42952 -3.04891 -0.5 0.8 1.2 0.13
H -1.79632 1.20439 -1.81043 0.0 -0.3 0.1 0.09
H 0.69584 1.59667 -0.56911 -0.4 0.9 1.3 0.10
H 1.22845 0.44687 -1.61481 -0.7 -0.3 0.5 0.13
H -1.58198 -0.79999 1.15258 -0.7 -1.1 0.5 0.09
H -2.02513 0.88623 0.40434 2.3 -3.0 -0.1 0.20
H -1.08640 0.70797 2.81484 -0.5 0.4 0.3 0.10
H -0.47002 2.09650 1.66102 -1.0 -2.1 0.5 0.13
H 1.14897 0.20752 3.06456 -0.2 -0.2 -1.5 0.14
H 1.42711 1.24513 1.72920 3.2 3.5 -1.1 0.04
H 0.66783 -1.63481 1.34486 0.7 1.5 -0.6 0.14
H 2.10751 -0.65482 0.63160 -2.2 -0.2 -0.2 0.16
H -1.13800 -1.10104 -1.29674 -8.4 3.5 -6.3 0.03
H -0.89330 -2.31734 -0.35186 -0.2 -0.3 1.7 0.12
H 1.43826 -2.42837 -1.10546 -0.6 -0.5 -0.2 0.11
H 1.10648 -1.43455 -2.36181 -0.3 0.2 -1.2 0.09
H -0.06380 -4.29099 -1.81217 -0.7 0.1 -0.4 0.04
H 0.65334 -3.86086 -3.39746 -0.1 0.5 0.4 0.06
H -0.98152 -3.02354 -3.03267 1.9 -2.0 1.0 0.11
O -0.94430 0.37280 5.81133 0.3 -2.1 5.1 -0.06
H -0.87921 0.61669 6.84496 -0.3 -1.1 -3.4 0.16
H -1.04043 1.19543 5.44189 -0.6 3.2 -1.6 -0.02
O 3.68159 -2.55208 1.25544 -1.1 -0.1 0.7 -0.12
H 3.14869 -2.77464 2.10268 1.6 0.3 -1.3 0.04
H 4.60156 -2.28369 1.39870 -0.6 -0.4 0.6 0.03
O -4.08545 -0.98125 1.78434 -1.1 0.8 4.0 -0.07
H -4.27169 -1.26196 2.75864 0.2 1.3 -2.3 0.11
H -3.70698 -1.78775 1.52044 0.8 -1.8 -1.6 -0.06
O -4.22580 2.02051 -0.18139 1.8 0.7 3.9 -0.06
H -4.66299 1.67442 -0.91105 -1.5 -1.5 -1.5 -0.01
H -4.35030 1.51207 0.68478 -0.3 0.6 -2.4 0.07
O -1.55961 6.28003 -0.63662 -0.1 -0.6 -6.9 0.07
H -1.79561 6.75728 0.04084 -2.1 4.3 5.7 -0.03
H -1.15905 5.54463 -0.31082 2.2 -3.5 1.4 -0.05
O 2.98786 2.56642 -1.82027 0.9 2.2 1.6 -0.07
H 3.45007 3.27947 -2.30433 -0.2 -0.7 -0.5 0.06
H 3.26438 2.92286 -0.92944 -0.7 -1.2 -0.8 0.09
O -3.31869 5.63776 -2.63907 -2.6 -3.1 3.0 -0.12
H -2.88484 5.80582 -1.79471 1.7 1.5 -0.2 -0.04
H -3.87577 4.95858 -2.03072 0.7 1.6 -3.1 0.11
O 1.40935 5.35391 -3.96350 3.5 -1.4 1.0 -0.09
H 2.14561 4.76659 -3.49708 -2.6 1.7 -1.3 0.09
H 2.00185 5.88018 -4.54848 -0.7 -0.1 0.5 0.07
O 3.64544 -0.66321 5.12982 -7.7 -0.6 -3.9 0.02
H 4.47900 -0.63794 5.27453 8.8 0.2 2.0 -0.05
H 3.57335 -0.27591 4.21160 0.3 -0.5 1.2 0.05
O 0.08419 4.44712 3.20959 -1.2 -1.9 3.3 -0.15
H 0.71541 4.97113 3.79931 -1.5 -1.3 -0.8 0.10
H -0.50641 3.73421 3.82168 2.8 3.3 -2.3 0.17
O 0.24322 -5.61791 0.44676 -1.9 -0.3 1.1 -0.01
H 0.98421 -5.37540 -0.03967 2.1 0.9 -2.1 -0.04
H 0.60562 -6.38482 0.87161 -0.2 -0.9 0.7 0.07
O -2.43804 -6.71380 -1.76683 -2.0 -0.8 4.1 0.01
H -2.17924 -6.58478 -2.60755 1.4 0.7 -4.6 -0.03
H -1.69890 -6.48880 -1.21820 0.7 0.2 0.5 0.01
O -0.46025 -2.18028 3.80030 1.1 0.8 4.5 -0.03
H -0.78156 -2.23114 2.95393 -2.0 -0.6 -3.0 -0.07
H -1.17332 -2.03386 4.47622 1.0 -0.2 -1.3 0.09
O -3.79234 -3.59527 -2.83593 0.7 0.3 2.7 -0.01
H -3.92265 -4.11074 -3.59074 -0.4 -1.0 -1.9 0.03
H -3.88590 -2.68116 -3.03629 -0.3 1.0 -0.7 0.04
O 2.39329 -5.79905 -1.34783 1.3 2.2 -0.7 -0.14
H 2.46696 -5.86292 -2.37361 0.2 0.7 2.9 0.11
H 2.86387 -4.94162 -0.94478 -1.1 -2.7 -2.1 0.12
O 0.07798 4.34391 0.47433 3.7 -0.2 2.7 -0.14
H 1.12668 4.31395 0.53680 -3.2 0.2 -0.9 0.11
H -0.00527 4.47072 1.49106 -0.5 -0.2 -1.8 0.02
O 1.79890 0.59688 5.91825 -2.2 3.1 2.3 -0.05
H 0.84176 0.55210 5.82496 0.4 -0.6 -0.4 -0.03
H 2.27808 0.05561 5.35582 0.8 -1.7 -1.0 -0.09
O 2.05077 -3.78928 3.20918 0.2 3.2 -0.1 -0.02
H 2.16128 -4.70058 3.11713 -0.5 -2.1 0.0 0.02
H 1.15960 -3.45269 3.42183 0.2 -0.8 0.2 0.03
O 4.16636 0.74938 2.78468 -1.7 1.7 0.3 -0.02
H 4.94241 0.35523 2.47197 1.9 -1.0 -0.8 0.03
H 4.33205 1.71052 2.74806 -0.1 -0.7 0.2 0.08
O 0.48931 4.52581 -6.51003 2.4 -2.5 1.0 -0.09
H 1.15714 3.82211 -6.16414 -1.7 0.8 -1.9 0.08
H 0.65134 4.97188 -5.68632 -1.0 1.5 0.7 -0.05
O -3.64127 -3.16957 0.14609 -1.0 -2.6 1.2 -0.13
H -4.12158 -4.03516 0.56280 1.6 3.0 -2.5 0.17
H -3.50594 -3.21036 -0.83709 -0.7 -1.0 1.2 0.03
O -1.22294 -3.78146 1.74996 -4.7 1.9 1.4 -0.05
H -2.09457 -3.97713 1.28009 1.9 0.5 0.6 0.06
H -0.56258 -4.16697 1.26950 2.7 -2.2 -2.1 -0.07
O 4.13196 1.01889 -3.77498 1.2 -0.7 11.6 -0.02
H 3.77131 1.19221 -4.50660 -4.2 1.9 -9.7 -0.12
H 3.37006 1.37609 -3.09309 3.2 -1.5 -2.1 0.08
```
Forces are in eV/Å.

# C11H7BrN3

A structure of composition C11H7BrN3 in a non-equilibrium geometry (the ωB97M-V functional and the def2-TZVPD basis, the OMol25 dataset).

Highest occupied orbital energy (spin up / spin down) (eV): -12.93 / -12.93
Charge: +1
Orbital gap (spin up / spin down) (eV): 7.17 / 7.17

Structure (XYZ):
```
22
Properties=species:S:1:pos:R:3:forces:R:3:lowdin_charge:R:1
C 3.85401 0.54000 0.00150 0.2 3.1 -0.8 0.01
C 3.53354 1.98068 0.04403 -2.1 -4.9 0.6 0.03
C 2.81939 -0.39296 -0.09222 0.1 2.9 0.1 -0.01
C 2.17361 2.33440 0.08478 1.7 -1.3 -0.7 -0.12
C 1.52748 0.12553 -0.08121 -2.9 0.2 0.6 -0.17
C -3.76155 -1.42907 0.05599 -0.1 -0.7 0.7 -0.05
C -2.69021 -2.33133 0.28757 1.5 1.6 0.1 0.07
C -2.22067 0.41958 -0.45201 0.0 -2.0 0.1 0.01
C 0.22128 -0.76847 0.08123 2.1 -1.4 -0.9 0.00
C -3.53030 -0.10913 -0.30668 0.4 0.4 0.3 -0.66
C -1.40380 -1.81310 0.10213 -2.1 0.8 0.2 -0.18
N 1.20844 1.45307 -0.06036 -0.5 -2.1 0.7 0.09
N -0.01951 -2.04286 0.35835 1.3 2.0 -0.1 0.21
N -1.22656 -0.49530 -0.26596 -1.5 1.1 -0.2 0.10
Br -4.92273 1.14547 -0.24205 -0.1 0.0 -0.3 0.85
H 4.93320 0.24825 -0.08874 -1.3 0.1 0.3 0.13
H 4.23781 2.70406 0.18142 2.0 1.7 0.1 0.07
H 3.11455 -1.34791 -0.31498 0.0 -2.6 0.0 0.09
H 1.90487 3.34135 0.19818 -0.5 1.3 0.0 0.10
H -4.77240 -1.82426 0.36482 1.1 0.9 -0.7 0.15
H -2.89714 -3.19636 0.87568 0.2 -0.9 -0.3 0.12
H -2.08331 1.45836 -0.73146 0.6 -0.2 0.3 0.14
```
Forces are in eV/Å.

# C11H7Cl5IrN2O2SSeSi

A structure of composition C11H7Cl5IrN2O2SSeSi in a non-equilibrium geometry (the ωB97M-V functional and the def2-TZVPD basis, the OMol25 dataset).

Expectation value of S²: 0.777
ΔE to the lowest compared entry with this formula, charge and spin (kcal per mole): 90.45
Highest occupied orbital energy (spin up / spin down) (eV): -8.30 / -8.31
Multiplicity: 2
Orbital gap (spin up / spin down) (eV): 5.11 / 5.23

Structure (XYZ):
```
31
Properties=species:S:1:pos:R:3:forces:R:3:lowdin_charge:R:1
Ir -0.42120 0.03170 -0.21370 2.5 -0.7 -0.1 0.68
Cl 0.25050 -0.46590 2.40310 -0.2 0.6 -0.9 0.73
C -0.88170 -1.66060 2.93060 -0.7 -0.7 -0.1 -0.65
C -1.05000 -1.87470 4.28450 0.0 0.1 0.1 -0.10
C -1.95030 -2.83620 4.71920 0.1 0.0 -0.1 -0.07
C -2.66780 -3.58820 3.80390 0.0 0.0 -0.1 -0.10
C -2.49360 -3.37140 2.44900 0.3 0.5 0.1 -0.69
Cl -3.38130 -4.30110 1.31260 -0.2 -0.3 -0.1 0.70
C -1.60500 -2.38800 1.97570 0.4 0.1 0.4 -0.70
S -1.41110 -2.17970 0.26450 0.3 1.8 -1.0 0.63
H -0.48050 -1.29340 4.99000 0.1 0.1 0.1 0.11
H -2.08610 -3.00470 5.77540 0.0 0.0 0.1 0.11
H -3.36780 -4.34350 4.12580 0.0 0.0 0.0 0.11
Cl -3.54950 2.02450 0.86740 0.5 -0.5 -0.2 0.25
Si -1.59830 2.08200 0.21190 0.5 0.4 -0.5 -0.78
Cl -1.64080 3.26420 -1.50880 0.1 -0.6 0.3 0.21
Cl -0.64970 3.34820 1.56850 -0.1 -0.7 -0.2 0.20
Se 2.28420 1.39820 -0.26690 -2.2 0.7 1.7 0.80
C 3.34470 -0.01250 0.02990 -0.1 -0.3 -0.1 -0.79
N 4.07180 -0.88270 0.23030 0.3 -0.4 0.1 0.07
O 2.46310 0.76710 -2.75290 -0.9 -1.0 -1.8 -0.07
C 1.38650 0.32300 -3.12190 3.0 1.2 -0.4 -0.52
C 0.97700 0.04100 -4.56610 -0.2 -0.1 0.1 -0.05
C -0.52840 -0.20860 -4.46910 -0.2 -0.1 -0.1 -0.06
C -0.77270 -0.25640 -2.97920 0.0 0.0 -0.5 -0.53
O -1.80630 -0.47400 -2.36820 -0.3 0.1 0.2 -0.02
N 0.36610 0.03260 -2.30580 -2.8 -0.4 2.7 0.01
H 1.51880 -0.83630 -4.92140 0.1 0.0 0.1 0.13
H 1.23900 0.87830 -5.21010 0.1 0.0 0.1 0.13
H -0.86560 -1.13010 -4.94130 0.0 0.0 0.0 0.13
H -1.10560 0.61550 -4.88930 -0.1 0.0 0.0 0.13
```
Forces are in eV/Å.

# C11H7ClO3

An isolated molecule of C11H7ClO3 in a non-equilibrium geometry (the ωB97M-V functional and the def2-TZVPD basis, the OMol25 dataset).

ΔE to the lowest compared entry with this formula, charge and spin (kcal per mole): 19.87
SMILES: CC1=C(c2ccc(Cl)cc2)C(=O)OC1=O
Highest occupied orbital energy (eV): -9.46
Orbital gap (eV): 8.35

Structure (XYZ):
```
22
Properties=species:S:1:pos:R:3:forces:R:3:lowdin_charge:R:1
C 1.89965 0.01547 -1.89543 1.6 3.1 -0.4 -0.01
C 0.47362 0.40710 -1.93990 -1.4 0.0 2.3 -0.12
C -0.46752 0.34186 -0.95915 1.1 1.7 -2.3 -0.07
C -0.30145 0.14046 0.43343 -0.1 -2.7 2.9 -0.16
C -0.73023 0.99922 1.46837 -1.0 0.7 -0.1 0.00
C -0.59179 0.62601 2.81439 0.6 -0.7 0.4 -0.10
C -0.09254 -0.61837 3.20024 -0.7 -0.2 -1.5 -0.65
Cl 0.00415 -1.11509 4.87938 0.0 0.4 -0.7 0.66
C 0.16520 -1.54087 2.17799 1.4 -1.1 1.0 -0.11
C 0.13553 -1.18649 0.82547 0.0 1.1 0.9 0.01
C -1.78327 0.56608 -1.62135 -2.6 -1.7 3.4 -0.36
O -2.84762 0.33342 -1.04716 2.1 1.1 -2.1 0.15
O -1.61029 0.79847 -2.93519 -0.2 1.0 -0.6 0.19
C -0.25593 0.82090 -3.12102 2.8 -1.9 -4.0 -0.37
O 0.31593 0.85645 -4.20663 -2.1 0.9 1.6 0.15
H 2.42502 0.56062 -1.00943 -0.9 -1.3 -1.4 0.13
H 1.94397 -1.03899 -1.83219 0.4 -1.1 0.3 0.07
H 2.43985 0.34997 -2.85405 -0.9 -0.6 1.4 0.11
H -1.33027 1.95858 1.27804 1.3 -1.5 0.0 0.15
H -0.82903 1.22940 3.66413 -0.5 0.9 -0.1 0.09
H 0.56047 -2.54021 2.54781 -0.7 1.2 -1.0 0.12
H 0.47654 -1.96398 0.13224 -0.4 0.6 -0.1 0.12
```
Forces are in eV/Å.

# C11H7F5O5

A cluster of 2 separate species, C11H7F5O5 in total in a non-equilibrium geometry (the ωB97M-V functional and the def2-TZVPD basis, the OMol25 dataset).

SMILES: O=C1C=CC(=O)C(C(F)(F)C(F)F)=C1.O=C1OC[C@@H](F)O1
Highest occupied orbital energy (eV): -10.40
Orbital gap (eV): 8.46

Structure (XYZ):
```
28
Properties=species:S:1:pos:R:3:forces:R:3:lowdin_charge:R:1
O 0.71173 -0.25077 5.13247 0.3 -1.2 -8.4 -0.03
C 0.76077 -0.47890 3.81335 -0.4 0.2 3.9 -0.21
C 0.13801 -1.87629 3.15068 1.9 -0.5 -2.9 0.01
C 0.75786 -2.43562 1.91613 -0.8 2.6 3.4 0.02
C 2.07035 -1.60400 1.31260 3.8 -2.6 -2.9 -0.16
O 3.10895 -2.24930 0.71951 -6.9 4.3 3.9 -0.03
C 2.02792 0.06309 1.42920 -1.8 0.4 3.7 0.02
C 2.63651 1.06500 0.24649 0.9 0.7 1.6 -0.16
F 4.12802 1.08294 0.23022 -4.7 -0.2 -0.1 0.01
F 2.22800 2.46013 0.65799 1.1 -3.8 -1.4 -0.03
C 1.94210 0.80498 -1.21548 0.6 0.4 -1.5 -0.09
F 1.98545 -0.59737 -1.69216 0.1 4.2 1.7 -0.01
F 2.67914 1.62218 -2.22426 -2.0 -2.4 2.8 -0.03
C 1.38899 0.59265 2.69850 1.5 -1.6 -2.9 0.10
H -0.79626 -2.37493 3.67388 2.3 1.1 -1.1 0.13
H 0.36065 -3.42303 1.40867 1.2 2.3 1.1 0.13
H 0.81252 1.17391 -1.11743 2.8 -1.1 -0.6 0.16
H 1.31399 1.75160 2.94247 0.3 -2.8 -0.6 0.14
O -0.79990 -0.04716 -0.59757 -2.1 0.4 -1.6 0.12
C -1.71312 0.15414 -1.38075 2.0 -0.6 1.5 -0.48
O -1.54025 0.38290 -2.71838 0.2 -0.1 1.3 0.08
C -2.83410 0.43447 -3.28516 -0.1 0.1 -1.3 -0.07
C -3.68480 0.79781 -2.11640 -0.9 -0.1 0.1 -0.33
F -4.91777 0.25511 -2.23010 -0.2 0.1 0.1 0.08
O -3.02908 0.18628 -1.02876 1.0 0.3 -0.3 0.15
H -3.08606 -0.54549 -3.70418 -0.2 0.1 0.2 0.15
H -2.88311 1.18030 -4.08311 0.2 -0.1 0.2 0.15
H -3.76651 1.87538 -1.93844 -0.2 -0.1 0.0 0.18
```
Forces are in eV/Å.

# C11H7N6O4

A cluster of 2 separate species, C11H7N6O4 in total in a non-equilibrium geometry (the ωB97M-V functional and the def2-TZVPD basis, the OMol25 dataset).

ΔE to the lowest compared entry with this formula, charge and spin (kcal per mole): 45.64
Highest occupied orbital energy (eV): -3.43
Charge: -1
Orbital gap (eV): 3.72

Structure (XYZ):
```
28
Properties=species:S:1:pos:R:3:forces:R:3:lowdin_charge:R:1
N -2.16915 -5.74579 1.35142 1.1 2.0 0.0 0.16
C -1.62508 -4.71138 1.32774 -0.5 -2.3 0.0 -0.18
C -1.01788 -3.41628 1.30436 1.0 0.5 -0.1 -0.16
C 0.34323 -3.11427 1.21642 -1.1 -0.2 0.2 0.09
C 0.78070 -1.74787 1.17027 -2.1 0.2 0.2 -0.11
N 2.18279 -1.48042 1.31123 3.0 1.3 -0.1 -0.32
O 2.97549 -2.44824 1.41442 -1.6 1.3 -0.2 0.03
O 2.57253 -0.29161 1.34269 -1.2 -2.5 0.0 0.08
C -0.14035 -0.68520 1.11919 1.7 -0.1 0.4 0.12
C -1.47604 -1.00402 1.30127 -2.6 0.0 -0.1 -0.08
N -2.63778 -0.21089 1.36369 0.7 -0.5 -0.2 -0.13
O -2.85679 0.98584 1.37526 0.2 -1.8 0.0 0.11
O -3.73960 -1.14380 1.44792 1.1 0.6 0.1 0.03
N -3.28984 -2.46451 1.45262 2.1 1.5 -0.1 0.14
C -1.94325 -2.33495 1.37805 -1.9 -0.3 -0.1 -0.20
H 1.07892 -3.91559 1.20251 -0.1 0.3 0.0 0.13
H 0.14427 0.34434 0.91143 0.4 0.1 -0.1 0.09
C 1.45714 4.55726 -2.54686 0.1 0.4 -0.3 -0.11
C 1.04240 3.21048 -2.11932 -0.5 -2.0 2.0 -0.45
C 0.92274 2.68803 -0.77817 0.1 1.1 -2.8 -0.19
N 0.47140 1.42282 -0.87988 -0.3 -1.5 0.0 -0.06
C 0.34861 1.13915 -2.21314 0.9 2.9 0.8 -0.30
N 0.68561 2.23211 -2.98758 -0.3 -1.1 0.3 0.01
H 1.69985 5.16807 -1.67122 0.0 0.0 -0.1 0.06
H 2.33942 4.50639 -3.20005 -0.1 0.1 0.1 0.06
H 0.64950 5.04883 -3.10764 0.2 0.0 0.1 0.06
H 1.16766 3.22853 0.12751 -0.2 -0.3 0.2 0.07
H 0.03347 0.18301 -2.61413 0.0 0.2 0.1 0.06
```
Forces are in eV/Å.